1.
57
Properties=species:S:1:pos:R:3:forces:R:3:mulliken_spin:R:1 method="wB97M-V/def2-TZVPD" lumo_energy_ev="-1.93 / -5.80" s2=6.0211 max_force_ev_per_a=2.97 spin_multiplicity=5 energy_ev=-28864.1900 homo_lumo_gap_ev="6.9 / 5.8" total_charge=+1
C 2.25189 1.48873 0.27906 0.05 0.48 0.57 0.14
C 1.08958 2.06525 0.89406 0.32 0.58 -0.24 0.30
C 0.25803 2.59675 -0.14081 0.21 0.70 -0.12 0.10
C 0.85438 2.27982 -1.40421 0.25 0.49 0.36 0.32
C 2.10540 1.60836 -1.14197 0.20 0.91 -0.50 0.26
Pd 0.48249 0.34473 -0.42529 -0.71 -2.45 -0.23 1.18
C -1.01005 -2.44813 -0.87552 -0.66 -2.14 -1.95 0.44
C 0.19207 -2.59289 -0.19300 2.14 1.03 0.24 0.11
H 0.32193 -3.36071 0.58667 -0.60 0.73 0.06 0.02
C 1.28881 -1.69507 -0.42249 0.13 -2.35 0.54 0.31
H 1.69849 -1.64610 -1.43729 -0.34 0.49 0.00 0.03
H 2.06340 -1.68211 0.34494 0.05 -0.46 -0.27 -0.03
C -2.13672 -3.43370 -0.68716 -0.03 0.08 -0.03 0.00
H -2.14359 -3.86177 0.31510 0.01 -0.05 -0.04 0.00
H -3.11861 -2.97421 -0.87624 0.33 -0.05 0.05 0.01
H -2.02211 -4.24531 -1.42744 0.00 0.19 0.26 0.02
C -0.98011 -1.87613 -2.26609 0.19 0.53 -0.07 0.08
H -0.17228 -1.13976 -2.38895 -0.18 -0.21 -0.13 -0.02
H -0.81144 -2.69851 -2.97823 0.05 0.14 0.19 0.01
H -1.90490 -1.38099 -2.55921 -0.10 -0.12 0.14 0.00
C 0.79038 2.10760 2.34607 -0.05 -0.03 0.42 0.01
H 1.33185 1.32065 2.88207 -0.10 0.22 -0.12 0.00
H 1.06461 3.08099 2.77890 -0.05 -0.18 -0.11 0.02
H -0.28084 1.95151 2.53130 0.22 0.08 -0.07 0.00
C -1.02346 3.31500 0.09724 -0.07 0.19 0.00 0.01
H -1.66821 2.75295 0.78188 0.05 0.06 -0.11 0.01
H -0.83778 4.29628 0.55710 -0.01 -0.20 -0.11 0.01
H -1.56721 3.48077 -0.83693 0.04 0.00 0.19 0.00
C 0.30331 2.55934 -2.75726 -0.16 0.08 -0.29 0.02
H -0.79451 2.60665 -2.73511 0.34 0.02 -0.07 0.00
H 0.67357 3.51987 -3.14080 -0.08 -0.17 0.04 0.01
H 0.60298 1.77616 -3.46940 -0.13 0.28 0.17 0.00
C 3.06355 1.12994 -2.17737 0.15 -0.14 0.05 0.00
H 2.53582 0.71449 -3.04321 0.13 0.08 0.13 0.00
H 3.69238 1.95543 -2.53503 -0.09 -0.12 0.05 0.02
H 3.72474 0.35783 -1.76546 -0.13 0.17 -0.20 0.00
C 3.39394 0.88101 1.00812 0.29 0.02 0.06 0.01
H 4.00340 0.26589 0.34094 -0.05 0.03 0.18 0.00
H 4.04492 1.66577 1.42372 -0.15 -0.19 -0.09 0.02
H 3.04428 0.26561 1.84294 0.06 0.10 -0.11 0.00
C -1.56077 -0.04358 -0.06979 -1.57 0.97 -0.85 0.75
C -1.84243 -1.00337 0.85044 0.97 0.68 2.53 -0.30
C -2.55573 0.57712 -0.79381 -0.74 0.03 0.04 -0.12
C -3.15286 -1.17097 1.33119 -0.06 -0.31 -0.59 0.13
H -0.94667 -1.32163 1.41667 -0.91 -0.35 0.09 -0.01
C -3.89509 0.29173 -0.45178 0.48 0.37 -0.13 0.10
H -2.32339 1.26699 -1.60190 -0.16 -0.05 0.12 0.02
C -4.18106 -0.53713 0.63310 -0.30 -0.52 0.45 -0.03
H -3.33577 -1.85046 2.17321 -0.03 0.38 -0.41 0.00
H -4.70313 0.78133 -0.99464 0.18 -0.15 0.09 0.01
H -5.22310 -0.71659 0.94198 0.58 0.22 -0.23 0.00
C 1.80841 -2.16099 3.07174 0.21 -0.15 -0.26 0.00
O 0.85419 -1.10042 3.07209 -0.23 -0.02 0.76 0.01
H 1.46796 -2.93723 2.37254 0.17 0.03 0.31 0.00
H 1.96826 -2.60286 4.06729 -0.09 0.19 -0.37 0.00
H 2.76129 -1.76181 2.69757 -0.13 -0.21 0.19 0.00
H 0.45551 -1.06213 3.95850 0.14 0.07 -0.58 0.00

2.
81
Properties=species:S:1:pos:R:3:forces:R:3:mulliken_spin:R:1 method="wB97M-V/def2-TZVPD" e_above_lowest_kj_mol=23.6 lumo_energy_ev="0.40 / -0.91" s2=6.0702 max_force_ev_per_a=0.95 spin_multiplicity=5 energy_ev=-190105.4468 homo_lumo_gap_ev="6.8 / 6.5" total_charge=0
Pd -1.42254 0.33854 -0.91191 0.10 -0.17 -0.11 0.80
C 5.06653 -1.13127 -0.58816 0.15 -0.13 0.00 0.00
Se 3.56434 -0.03616 -1.13033 0.00 0.02 -0.01 0.01
C 2.66752 -0.04550 0.59864 0.29 0.08 0.22 -0.02
C 1.81569 -1.25105 0.87813 -0.25 -0.17 -0.02 0.17
Se 0.38872 -1.44160 -0.48556 0.30 0.03 0.26 0.23
C -0.34213 -3.03636 0.33794 -0.06 -0.01 0.02 -0.01
H 5.71197 -1.25438 -1.45576 -0.02 0.02 0.00 0.00
H 4.73700 -2.11514 -0.26156 -0.02 0.01 0.01 0.00
H 5.62797 -0.63864 0.20328 -0.02 0.01 0.00 0.00
H 2.07016 0.85942 0.64540 -0.05 0.02 -0.02 0.00
H 3.45375 0.04179 1.35375 -0.03 0.06 -0.04 0.01
H 1.24392 -1.14457 1.80038 0.26 -0.03 0.21 0.01
H 2.34975 -2.19962 0.85620 0.17 0.05 0.15 0.01
H -0.32499 -2.93921 1.42126 -0.03 0.01 0.01 0.00
H 0.25540 -3.88615 0.01593 0.01 -0.01 0.04 0.01
H -1.35945 -3.14555 -0.02163 0.05 -0.04 -0.04 0.00
C 0.05339 3.71616 4.46329 0.01 0.02 0.08 0.00
C -0.61335 3.95599 3.13308 -0.01 -0.09 -0.08 0.00
C -1.24685 5.32634 3.00438 -0.03 0.11 0.06 0.00
O -1.62423 2.95252 2.92374 0.16 -0.01 0.04 0.01
C -1.39124 2.32521 1.69496 -0.32 -0.07 -0.01 -0.02
C -0.34923 3.19998 1.01898 0.38 -0.12 -0.20 0.04
O 0.35341 3.74446 2.10268 -0.14 0.11 0.10 0.01
C 1.14463 2.88030 -0.84931 0.10 0.20 0.10 0.17
O 0.46089 2.36343 0.23929 -0.14 0.03 -0.04 0.02
C 2.35952 3.59478 -0.60902 -0.17 -0.12 0.00 0.10
C 2.97908 3.57210 0.65590 0.08 0.01 0.00 0.17
C 4.16646 4.24324 0.86559 0.01 -0.01 0.02 -0.11
C 4.76632 4.96384 -0.16097 0.03 0.05 -0.02 0.17
C 4.15256 5.02144 -1.40833 -0.05 -0.06 0.05 -0.09
C 2.96601 4.35170 -1.63126 0.07 0.03 -0.08 0.16
C 0.62189 2.50692 -2.15604 0.10 0.01 -0.03 0.04
C 1.48350 2.05135 -3.16065 -0.11 0.04 -0.12 0.10
C 0.98141 1.67035 -4.39360 0.05 0.01 0.01 -0.03
C -0.37906 1.74264 -4.65596 -0.07 0.02 0.04 0.06
C -1.24747 2.19645 -3.67230 0.05 -0.08 -0.01 -0.02
C -0.75155 2.57020 -2.43408 -0.07 -0.01 0.20 0.12
C -2.97753 1.01019 0.49043 0.01 0.11 -0.07 0.26
O -2.56505 2.28079 0.93316 0.01 0.00 0.08 0.13
C -3.26562 0.04627 1.58655 0.02 0.02 -0.04 0.15
C -3.14973 -1.32929 1.39514 0.01 -0.11 -0.04 0.05
C -3.41767 -2.21765 2.42419 0.00 0.02 -0.02 -0.02
C -3.79488 -1.74443 3.67307 -0.02 0.05 0.02 0.04
C -3.91097 -0.37599 3.87607 0.00 -0.05 -0.03 -0.02
C -3.65375 0.51306 2.84367 0.03 0.01 0.06 0.05
C -3.87422 1.15346 -0.66018 -0.02 -0.10 0.02 -0.38
C -4.07017 2.40506 -1.27193 -0.02 0.04 -0.10 0.19
C -4.88265 2.52676 -2.38539 0.00 0.01 0.01 -0.08
C -5.52370 1.41714 -2.92052 -0.01 -0.01 -0.01 0.14
C -5.36443 0.17954 -2.30768 0.01 0.01 0.04 -0.07
C -4.56647 0.04716 -1.18814 -0.01 -0.06 -0.09 0.24
H -0.68933 3.74584 5.25902 -0.03 0.00 -0.01 0.00
H 0.80217 4.48261 4.65978 0.03 0.01 -0.05 0.00
H 0.52983 2.73748 4.45959 0.00 -0.01 0.00 0.00
H -1.94549 5.49079 3.82392 -0.03 -0.03 0.00 0.00
H -1.79899 5.40925 2.06917 0.01 -0.02 -0.03 0.00
H -0.48154 6.10130 3.03592 0.03 -0.02 0.01 0.00
H -1.00628 1.30607 1.82678 0.05 0.08 0.04 0.00
H -0.78276 3.98163 0.38410 -0.09 -0.02 0.05 -0.02
H 2.52033 3.02333 1.46393 0.01 -0.02 -0.01 0.03
H 4.63453 4.20218 1.84091 0.01 0.01 0.01 0.00
H 5.69746 5.48658 0.01232 0.01 0.00 0.00 0.01
H 4.59727 5.59758 -2.20877 0.02 0.01 0.00 0.00
H 2.48481 4.41833 -2.59746 0.00 0.00 0.00 0.01
H 2.54249 1.97155 -2.96026 0.02 0.01 0.02 0.01
H 1.65969 1.29784 -5.15020 -0.01 -0.01 -0.01 0.00
H -0.76294 1.43109 -5.61756 -0.02 -0.01 -0.01 0.00
H -2.31422 2.23405 -3.85008 -0.02 0.03 -0.02 0.01
H -1.43503 2.95043 -1.68096 0.03 0.01 -0.03 -0.02
H -2.82388 -1.70109 0.43048 0.00 0.05 0.04 0.01
H -3.31715 -3.28151 2.24923 -0.01 -0.01 0.01 0.00
H -3.99665 -2.43324 4.48253 0.00 -0.02 0.01 0.00
H -4.20539 0.00627 4.84468 -0.01 0.00 0.02 0.00
H -3.74260 1.57617 3.01987 0.00 0.01 -0.04 0.00
H -3.58790 3.27955 -0.85984 -0.02 -0.01 0.01 0.03
H -5.02091 3.50190 -2.83529 0.00 0.01 -0.02 0.00
H -6.14895 1.51387 -3.79776 -0.01 0.02 -0.01 0.01
H -5.86914 -0.69130 -2.70489 0.00 -0.01 -0.01 -0.01
H -4.45673 -0.92381 -0.72685 -0.03 0.03 -0.01 0.02
S -1.08759 -1.42046 -2.47526 -0.75 0.14 -0.56 1.11

3.
128
Properties=species:S:1:pos:R:3:forces:R:3:mulliken_charge:R:1 method="wB97M-V/def2-TZVPD" lumo_energy_ev=-3.31 max_force_ev_per_a=10.35 spin_multiplicity=1 energy_ev=-118078.5847 homo_lumo_gap_ev=7.8 total_charge=+1
C 5.45218 -4.87308 6.70052 -0.67 -0.94 -0.08 -0.87
C 3.98732 -5.04246 7.38684 0.58 0.84 -1.47 -0.34
C 3.05341 -3.81656 6.88050 1.19 -2.28 1.04 -0.38
O 2.45719 -4.26827 5.61865 -0.41 1.82 1.02 -0.04
C 1.25198 -3.49587 5.47058 -0.54 -0.45 0.17 -2.24
C 0.70506 -3.31473 3.95247 -0.91 -0.62 0.27 3.03
C -0.84381 -3.01081 4.19613 -0.78 1.37 0.23 -1.17
C -1.86234 -4.11461 4.64700 -1.36 0.48 0.98 -0.52
C -3.31846 -3.38722 4.72964 1.79 1.39 0.38 -1.11
I -4.88708 -4.79828 5.20994 0.60 0.61 -0.36 0.02
C 1.03433 -4.63026 3.03738 1.36 1.10 0.72 0.47
C 1.04336 -6.06141 3.70747 2.96 -2.25 -2.01 -1.02
I -0.07020 -6.88724 5.37348 0.34 0.77 -0.85 0.03
C 1.99576 -7.02646 3.23221 -2.11 0.38 2.05 -0.42
C 2.11749 -8.50894 3.87277 0.18 0.30 -0.33 -1.30
I 3.45136 -6.73538 1.65579 -0.68 -0.07 1.01 0.03
C 0.42547 -4.51111 1.55531 0.34 0.20 0.08 2.20
C -0.93834 -5.21531 1.21386 -0.93 -3.39 -1.22 -0.94
I -2.92893 -4.25419 1.29086 1.67 0.25 0.03 0.10
C -1.04207 -6.56726 0.73841 1.05 2.26 1.12 -0.15
C 0.21196 -7.49328 0.45730 -1.28 -0.17 -1.50 -0.71
I -2.96994 -7.52960 0.27616 1.66 0.38 0.34 0.03
C 0.35939 -2.97380 1.12567 -2.19 -1.92 -1.31 -2.17
N 1.41835 -2.05433 1.69862 -0.88 0.02 -0.96 1.66
C 1.04587 -0.67830 1.10262 -0.38 2.96 -1.87 -1.26
C 1.07877 -0.49723 -0.47538 -0.62 0.84 -1.12 -0.04
C 0.52361 1.01805 -0.74255 1.54 0.35 1.63 -0.67
O -0.09939 1.16749 -2.03391 1.98 -1.11 0.00 -0.44
C 0.92248 0.93688 -3.03124 1.69 1.04 -1.49 0.77
C 0.63247 -0.33100 -3.98712 -0.51 1.09 1.39 -0.85
O 1.89943 1.68462 -3.14861 -3.11 -2.50 0.79 -0.53
P 2.98644 -2.37425 0.94053 9.14 1.96 -4.43 0.78
O 3.87982 -1.11743 0.77250 -3.48 -2.70 1.26 -0.76
O 4.04368 -3.51738 1.54675 -2.19 0.73 -0.27 -0.35
O 2.83006 -2.97782 -0.67101 -1.28 0.27 3.07 -0.55
C 1.37496 -1.98453 3.23050 0.29 0.12 3.85 0.51
S 3.16993 -1.76365 3.89088 0.74 -0.37 -0.52 -0.13
C 0.88549 -0.60585 3.87321 0.36 1.81 1.18 -3.31
O -0.44464 -0.12972 3.74657 0.39 -0.15 0.12 0.28
C -0.56115 1.17002 4.37254 -1.37 1.31 -0.48 -0.53
C -2.14477 1.51347 4.41383 0.36 -1.56 -0.02 -0.51
C -2.74837 1.20028 2.96406 0.04 0.52 -0.66 -0.27
H 5.38177 -5.31374 5.64252 0.21 0.65 1.49 0.17
H 6.21728 -5.49044 7.28988 -0.94 1.13 -0.95 0.33
H 5.75757 -3.78600 6.57838 -0.23 -1.35 0.48 0.23
H 3.53764 -5.97757 6.91438 0.42 1.10 1.11 0.10
H 4.05729 -5.10413 8.52048 -0.21 0.12 -1.54 0.38
H 3.75280 -2.92920 6.74538 -1.21 -0.72 0.01 0.15
H 2.26575 -3.64814 7.68423 0.76 0.07 -1.19 0.32
H 0.44227 -4.04221 6.08754 0.96 0.87 -1.16 0.48
H 1.40941 -2.51207 6.01765 -0.49 -0.80 -1.08 0.85
H -1.35659 -2.42047 3.34700 1.11 -0.97 1.04 -0.10
H -0.85795 -2.25365 5.07384 0.02 -1.02 -1.40 0.41
H -1.97785 -5.03975 4.00411 0.50 1.17 0.77 0.35
H -1.64850 -4.38597 5.74498 -0.27 -0.02 -1.87 0.45
H -3.51902 -2.74280 3.80113 -0.06 -1.37 1.25 0.30
H -3.24522 -2.63154 5.59661 -0.36 -1.26 -1.19 0.48
H 2.17663 -4.44995 2.88873 -1.67 -0.55 0.12 -0.01
H 2.43942 -8.42774 4.97497 -0.75 -0.09 -1.65 0.33
H 2.90464 -9.14629 3.36354 -0.88 1.07 0.38 0.41
H 1.12589 -9.08343 3.76365 1.44 1.03 0.38 0.37
H 1.22025 -4.98218 0.86155 -1.28 0.51 1.06 0.29
H 0.53614 -8.15748 1.31472 -0.35 1.19 -0.85 0.11
H 1.02489 -6.84832 0.00058 -0.77 -0.94 0.94 0.14
H -0.10283 -8.21629 -0.38461 0.48 1.10 1.29 0.50
H 0.39225 -3.05091 -0.02090 0.47 0.75 1.75 0.49
H -0.64193 -2.48142 1.33945 1.28 -0.78 0.11 0.42
H 1.76599 0.14393 1.46108 -1.07 -1.67 -0.05 0.33
H -0.04940 -0.40632 1.33229 1.82 -0.93 0.51 0.37
H 0.38674 -1.16443 -1.07996 0.75 0.53 1.11 0.21
H 2.09817 -0.51113 -0.97098 -1.12 -0.30 0.98 0.48
H -0.14974 1.36179 0.12362 0.43 -0.56 -1.71 0.31
H 1.46262 1.68214 -0.65894 -1.50 -0.76 -0.34 0.43
H 0.64341 -1.23600 -3.27877 -0.05 1.18 -1.31 0.21
H -0.42997 -0.16742 -4.38047 1.53 -0.47 0.43 0.31
H 1.40426 -0.40768 -4.81420 -1.03 0.20 1.20 0.30
H 4.92671 -3.12369 1.74962 -1.07 0.25 -0.03 0.38
H 3.72350 -3.25846 -0.97345 -0.54 0.24 0.60 0.33
H 3.08696 -1.45202 5.23490 -0.71 -0.31 -1.09 0.24
H 1.58740 0.27054 3.59258 -0.84 -1.61 0.03 0.55
H 1.07853 -0.68582 5.01218 -0.18 -0.41 -1.71 0.92
H -0.08100 1.20482 5.40644 -0.56 -0.19 -1.27 0.24
H -0.07788 1.95437 3.67988 -0.36 -1.07 1.08 0.26
H -2.62816 0.77095 5.14500 0.70 1.20 -0.88 0.22
H -2.34802 2.56066 4.79943 0.44 -1.26 -0.68 0.40
H -1.90724 1.27629 2.18182 -1.24 -0.13 1.08 -0.22
H -3.20903 0.15877 2.87147 0.77 1.40 0.31 0.08
H -3.54760 1.94467 2.62426 1.08 -0.98 0.71 0.36
C 1.19402 3.07863 -6.51978 0.16 -0.07 0.03 -1.24
C 1.24386 4.07688 -5.37125 -0.19 0.01 0.04 0.01
C 0.18758 5.17730 -5.48534 0.05 0.08 0.06 -0.44
C 0.31614 6.07558 -6.71766 0.00 0.00 -0.11 -0.68
C 1.65811 6.79731 -6.85819 -0.11 0.06 -0.03 -0.52
C 1.94682 7.75755 -5.71206 0.14 0.00 -0.01 -1.19
H 1.39278 3.55743 -7.48133 -0.05 -0.06 0.03 0.40
H 1.94828 2.30035 -6.37656 -0.05 0.00 -0.05 0.33
H 0.21394 2.59502 -6.57174 0.02 0.04 -0.06 0.25
H 2.24613 4.51200 -5.30540 -0.06 0.01 0.01 0.30
H 1.08298 3.53755 -4.43373 0.07 0.13 -0.05 -0.11
H 0.22082 5.79238 -4.57973 -0.02 -0.01 -0.05 0.28
H -0.80692 4.71605 -5.49761 0.02 0.00 0.01 0.34
H -0.48398 6.82562 -6.68587 0.05 -0.04 0.00 0.23
H 0.13818 5.48704 -7.62349 -0.03 0.00 0.05 0.37
H 1.65289 7.36424 -7.79552 0.00 -0.09 0.04 0.41
H 2.47478 6.07404 -6.94585 -0.05 -0.01 -0.01 0.27
H 1.16759 8.52112 -5.64086 0.03 -0.04 0.05 0.28
H 2.90195 8.26247 -5.87373 -0.06 0.03 0.07 0.38
H 2.00707 7.23620 -4.75362 -0.02 0.05 -0.03 0.29
C -2.82213 7.45986 -4.07590 0.00 0.15 0.08 -0.96
C -4.30597 7.13207 -4.16583 0.02 -0.13 0.02 -0.46
C -4.61151 5.99896 -5.14664 -0.14 0.01 0.00 -0.72
C -4.23933 6.28448 -6.60352 0.08 0.04 -0.07 0.02
C -4.89794 7.52493 -7.21135 0.02 -0.10 -0.07 -0.49
C -6.41704 7.43334 -7.26584 -0.02 0.14 0.00 -1.24
H -2.42540 7.80433 -5.03390 0.02 -0.04 0.05 0.18
H -2.65424 8.25415 -3.34422 0.08 -0.05 -0.05 0.42
H -2.24975 6.58267 -3.76098 0.02 0.04 -0.06 0.21
H -4.86632 8.03347 -4.43350 -0.01 -0.07 -0.02 0.25
H -4.65944 6.83625 -3.17249 -0.03 0.04 -0.06 0.35
H -5.67731 5.75538 -5.08239 0.05 0.00 -0.03 0.34
H -4.07846 5.09677 -4.82524 0.00 0.04 0.02 0.37
H -4.51075 5.41096 -7.20893 0.02 0.06 0.04 0.42
H -3.15263 6.38484 -6.69389 -0.02 -0.03 0.03 -0.28
H -4.51952 7.65659 -8.23092 0.02 0.00 0.10 0.39
H -4.60384 8.42360 -6.66037 0.03 -0.05 0.00 0.26
H -6.73202 6.56960 -7.85742 -0.02 0.02 0.06 0.30
H -6.83322 8.33085 -7.72894 -0.05 -0.08 0.02 0.38
H -6.85255 7.34470 -6.26768 -0.01 -0.02 -0.06 0.28